No. 1
Here is C8H11NO2 in the gas phase from the Open Molecules 2025 dataset. Energies are from wB97M-V/def2-TZVPD.

- Calculated total energy: -14054.727 eV
- Strongest force on any atom: 4.56 eV/Å
- Energy above the lowest of the compared OMol25 structures with the same formula, charge and spin: 5.357 eV
- Gap between HOMO and LUMO (alpha / beta): 6.255 / 6.263 eV
- Lowest unoccupied orbital energy (alpha / beta): -1.6 / -1.6 eV

Cartesian coordinates (Å):
H -1.77 2.76 -0.35
C 1.01 0.99 -0.39
C 2.56 -0.40 0.96
H -3.30 0.02 0.65
C -1.56 0.90 0.07
H 1.88 -1.03 -0.87
C -0.46 0.94 -0.92
C 1.41 -0.49 -0.02
H 3.37 -0.19 0.27
H 2.47 0.43 1.66
O -0.86 -2.78 -1.03
H 1.70 1.45 -1.06
H 2.84 -1.27 1.60
H -0.69 0.18 -1.80
C -0.63 -1.97 -0.09
C -2.29 -0.22 0.49
N 0.32 -1.22 0.45
C -1.95 -1.56 0.48
O -1.95 2.15 0.36
H -2.68 -2.23 0.44
H 0.98 1.62 0.52
H -0.42 1.94 -1.42

No. 2
Here is C8H11NO3 in the gas phase from the Open Molecules 2025 dataset. Energies are from wB97M-V/def2-TZVPD.

- 2S+1: 3
- Calculated total energy: -16098.332 eV
- Strongest force on any atom: 9.20 eV/Å
- Energy above the lowest of the compared OMol25 structures with the same formula, charge and spin: 3.893 eV
- Gap between HOMO and LUMO (alpha / beta): 6.643 / 6.812 eV
- Lowest unoccupied orbital energy (alpha / beta): 0.6 / -2.9 eV

Cartesian coordinates (Å):
H 2.02 -2.30 -0.59
C -1.66 1.97 -0.57
C 1.05 -1.98 -0.30
C 1.16 -0.49 -0.28
O -3.87 0.39 -0.84
C 1.75 0.06 -1.39
H -2.46 2.49 -0.03
O -3.92 -1.58 0.12
H 1.95 -0.53 -2.23
H 1.94 1.11 -1.52
H 1.75 0.19 1.62
C -0.23 0.82 1.15
H 0.78 -2.32 0.69
O -1.71 -1.28 1.36
C -1.30 0.80 0.29
H -2.58 -1.90 1.44
C 0.91 0.23 0.95
H -2.03 1.63 -1.51
C -1.98 -0.34 0.47
H -0.41 1.45 2.02
N -3.38 -0.50 -0.16
H -0.86 2.62 -0.68
H 0.33 -2.37 -0.97

No. 3
Here is C8H11NS in the gas phase from the Open Molecules 2025 dataset. Energies are from wB97M-V/def2-TZVPD.

- Calculated total energy: -20794.734 eV
- Strongest force on any atom: 3.81 eV/Å
- Energy above the lowest of the compared OMol25 structures with the same formula, charge and spin: 4.268 eV
- Gap between HOMO and LUMO (alpha / beta): 7.049 / 7.061 eV
- Lowest unoccupied orbital energy (alpha / beta): -0.2 / -0.2 eV

Cartesian coordinates (Å):
H -1.48 2.20 2.95
C -0.68 1.53 0.92
S -1.36 0.95 -1.67
H 0.75 0.50 -2.45
H -0.85 -1.70 -1.17
C -1.60 1.45 -0.06
H 0.02 2.86 2.11
H 1.16 -2.65 -2.68
H 2.27 -1.86 -1.64
H -2.30 2.19 0.02
H 1.28 1.22 1.62
H -1.69 3.35 1.57
N 0.57 -0.56 1.12
C 1.31 -2.27 -1.67
H 1.23 -3.23 -1.21
C 0.17 -1.37 -1.17
H 0.17 -2.51 0.73
C -1.03 2.52 1.98
C 0.47 0.75 1.06
C 0.24 0.08 -1.59
C 0.36 -1.55 0.39

No. 4
Here is C8H12 in the gas phase from the Open Molecules 2025 dataset. Energies are from wB97M-V/def2-TZVPD.

- SMILES: C=C1C(=C(C)C)[C@@H]1C
- Calculated total energy: -8484.908 eV
- Strongest force on any atom: 9.01 eV/Å
- Energy above the lowest of the compared OMol25 structures with the same formula, charge and spin: 4.675 eV
- Gap between HOMO and LUMO (alpha / beta): 7.522 / 7.946 eV
- Lowest unoccupied orbital energy (alpha / beta): -0.1 / 0.3 eV

Cartesian coordinates (Å):
H 2.45 0.05 0.53
C -0.11 0.27 0.18
H -1.98 -0.21 1.25
H -2.63 0.92 -1.25
H -3.31 1.66 0.24
C 2.35 -0.76 -0.13
H -0.36 2.71 2.54
C -1.44 0.55 0.60
C -0.19 1.14 1.23
H -0.50 -2.31 -1.23
H 1.39 2.20 2.11
C -2.34 1.36 -0.27
H -1.94 2.32 -0.52
H 1.16 -2.68 -1.55
C 0.27 2.14 1.98
H 2.76 -0.46 -1.19
C 0.43 -1.87 -1.43
H 2.81 -1.68 0.20
H 0.43 -1.42 -2.36
C 0.95 -0.99 -0.36

No. 5
Here is C8H12 in the gas phase from the Open Molecules 2025 dataset. Energies are from wB97M-V/def2-TZVPD.

- SMILES: C=C[C@]12CC[C@H](C1)C2
- Calculated total energy: -8488.276 eV
- Strongest force on any atom: 2.75 eV/Å
- Energy above the lowest of the compared OMol25 structures with the same formula, charge and spin: 1.306 eV
- Gap between HOMO and LUMO: 10.401 eV
- Lowest unoccupied orbital energy: 1.1 eV

Cartesian coordinates (Å):
H 1.20 -1.36 -2.13
H 2.05 -0.75 0.53
C -0.06 -2.05 -0.27
C 1.43 -0.21 -0.21
C -0.79 2.73 0.79
C -0.04 0.28 0.26
H -0.62 3.66 1.45
C -0.10 1.61 1.06
H -1.61 -0.19 -1.18
H -1.23 2.80 -0.19
C -0.55 -1.08 0.82
C -0.48 0.07 -1.29
H 1.99 0.63 -0.69
H -0.06 -1.18 1.78
H -0.28 0.92 -1.94
H -1.63 -1.09 0.98
H 0.57 -2.82 0.13
C 0.64 -1.03 -1.20
H 0.41 1.63 2.02
H -0.85 -2.56 -0.71

No. 6
Here is C8H12 in the gas phase from the Open Molecules 2025 dataset. Energies are from wB97M-V/def2-TZVPD.

- SMILES: C=C/C=C/CC(=C)C
- Calculated total energy: -8487.467 eV
- Strongest force on any atom: 2.38 eV/Å
- Energy above the lowest of the compared OMol25 structures with the same formula, charge and spin: 2.115 eV
- Gap between HOMO and LUMO: 9.190 eV
- Lowest unoccupied orbital energy: 0.8 eV

Cartesian coordinates (Å):
H -0.35 -2.74 -2.57
H 1.51 -1.31 0.27
H 0.44 1.12 -1.77
C 0.44 -1.02 -1.49
C -0.26 -1.69 -2.43
H 1.03 0.63 1.57
C -0.41 -0.55 0.65
H 0.09 -2.56 0.16
C -1.05 1.15 2.26
H 2.03 0.57 -1.26
H -0.34 -1.22 -3.41
C -0.90 2.35 2.82
H -1.79 2.97 2.82
C 0.51 -1.55 -0.08
C -0.05 0.37 1.54
H -1.41 -0.55 0.21
H 1.41 0.34 -2.92
H -2.05 0.73 2.16
C 1.14 0.28 -1.86
H 0.01 2.69 3.33

No. 7
Here is a gas-phase ion, C8H12 (charge +1) from the Open Molecules 2025 dataset. Energies are from wB97M-V/def2-TZVPD.

- 2S+1: 2
- Calculated total energy: -8480.130 eV
- Charge: +1
- Strongest force on any atom: 1.81 eV/Å
- Energy above the lowest of the compared OMol25 structures with the same formula, charge and spin: 0.798 eV
- Gap between HOMO and LUMO (alpha / beta): 7.882 / 5.122 eV
- Lowest unoccupied orbital energy (alpha / beta): -5.2 / -7.9 eV

Cartesian coordinates (Å):
C -0.27 0.33 0.54
H -2.90 1.56 1.37
H 0.69 -1.56 0.74
H -1.02 0.60 -0.21
H -0.48 -1.32 -3.19
C 0.63 -1.17 -1.32
H -1.17 -0.30 -1.92
C -0.38 -1.00 -2.17
H 1.56 -2.98 -2.04
H 0.73 0.90 2.34
C 0.71 -0.67 0.10
C -0.16 0.99 1.74
C -2.28 2.30 1.84
H 1.73 -0.33 0.29
H 2.58 -1.99 -0.90
C -0.95 2.10 2.12
H 2.34 -1.53 -2.59
H -2.75 3.18 2.26
C 1.86 -1.99 -1.71
H -0.47 2.86 2.71

No. 8
Here is 2 unconnected molecules or ions with the total composition C8H12BBrF3NO5 from the Open Molecules 2025 dataset. Energies are from wB97M-V/def2-TZVPD.

- SMILES: O=C(C[C@@H](O)C(F)(F)F)O[C@H](Br)CB(O)O.CC#N
- Calculated total energy: -99091.627 eV
- Strongest force on any atom: 1.54 eV/Å
- Gap between HOMO and LUMO: 10.372 eV
- Lowest unoccupied orbital energy: 0.3 eV

Cartesian coordinates (Å):
O -0.79 -0.28 2.41
C 1.03 2.17 0.38
O -3.36 1.69 -0.99
H 3.52 -1.14 -2.65
F 1.85 3.22 0.12
C -0.37 -0.24 1.27
H -4.05 2.56 1.60
H 1.24 -1.00 0.11
H 2.93 -2.72 -3.20
H -3.97 2.41 -1.15
O 2.78 0.81 -0.33
C 3.28 -2.57 -1.14
H 3.54 0.33 0.02
C 1.10 -0.35 0.95
C -2.27 -1.05 0.18
F 0.29 1.95 -0.72
C -3.59 -0.35 0.49
H -3.87 -0.61 1.50
H 2.45 1.24 1.63
H -2.07 -1.87 0.84
O -1.21 -0.10 0.20
B -3.41 1.22 0.30
Br -2.30 -1.77 -1.65
C 1.87 0.96 0.75
N 3.00 -2.83 -0.06
O -3.26 2.06 1.39
H 4.63 -2.52 -2.74
H -4.36 -0.66 -0.20
H 1.53 -0.86 1.80
C 3.61 -2.22 -2.51
F 0.23 2.53 1.40

No. 9
Here is a molecular structure, C8H12CaN2O3S from the Open Molecules 2025 dataset. Energies are from wB97M-V/def2-TZVPD.

- Calculated total energy: -46872.485 eV
- Charge: +2
- Strongest force on any atom: 5.13 eV/Å
- Energy above the lowest of the compared OMol25 structures with the same formula, charge and spin: 0.000 eV
- Gap between HOMO and LUMO: 8.172 eV
- Lowest unoccupied orbital energy: -8.2 eV

Cartesian coordinates (Å):
S -1.21 -2.04 -1.54
O 1.30 2.21 2.41
H -2.73 -3.93 1.95
Ca -0.43 -0.41 0.45
H -4.33 -3.19 1.21
C 0.75 1.40 1.81
H -5.04 -1.65 0.76
H -2.01 -4.50 -0.91
C -3.42 -5.81 1.12
C -2.29 -2.63 -0.34
O -0.98 1.98 -2.29
N -2.93 -1.72 0.51
H -3.12 -0.84 0.01
H -3.06 -6.59 0.43
H -3.95 -0.55 2.77
H -4.99 -1.91 3.27
C -2.46 -4.64 1.16
C 1.79 -1.05 -0.68
C -4.08 -1.64 2.71
N -2.48 -3.94 -0.18
H -4.41 -5.49 0.77
C -0.76 1.31 -1.38
C -4.19 -2.11 1.27
H -3.52 -6.23 2.12
O 2.72 -1.43 -1.23
H -3.23 -2.12 3.21
H -1.44 -4.97 1.39

No. 10
Here is a molecular structure, C8H12CeN2P from the Open Molecules 2025 dataset. Energies are from wB97M-V/def2-TZVPD.

- Calculated total energy: -33676.048 eV
- Charge: +1
- Strongest force on any atom: 2.59 eV/Å
- Gap between HOMO and LUMO (alpha / beta): 6.647 / 6.648 eV
- Lowest unoccupied orbital energy (alpha / beta): -3.7 / -3.7 eV

Cartesian coordinates (Å):
C -0.61 3.45 -0.92
C -0.13 -2.92 0.35
H 2.47 -3.54 2.28
H -2.21 2.19 -1.51
C 1.66 -3.19 1.66
N 1.49 -1.88 1.38
H 2.04 -1.09 1.69
C 1.04 1.69 1.15
C 0.60 3.79 -0.24
H -1.01 -3.03 -0.27
Ce 0.04 0.59 -0.46
H -3.20 -0.20 -2.78
N 0.40 -1.67 0.56
C 1.32 2.97 0.68
H 0.92 4.86 -0.34
H -1.04 4.26 -1.56
P -2.33 -0.88 -1.87
C -1.35 2.29 -0.83
H 1.76 1.24 1.85
H -1.85 -1.90 -2.79
H 0.46 -4.94 1.02
C 0.63 -3.88 1.01
H -3.32 -1.67 -1.20
H 2.21 3.46 1.13

What did the fourth record say?
Here is C8H12 in the gas phase from the Open Molecules 2025 dataset. Energies are from wB97M-V/def2-TZVPD.

- SMILES: C=C1C(=C(C)C)[C@@H]1C
- Calculated total energy: -8484.908 eV
- Strongest force on any atom: 9.01 eV/Å
- Energy above the lowest of the compared OMol25 structures with the same formula, charge and spin: 4.675 eV
- Gap between HOMO and LUMO (alpha / beta): 7.522 / 7.946 eV
- Lowest unoccupied orbital energy (alpha / beta): -0.1 / 0.3 eV

Cartesian coordinates (Å):
H 2.45 0.05 0.53
C -0.11 0.27 0.18
H -1.98 -0.21 1.25
H -2.63 0.92 -1.25
H -3.31 1.66 0.24
C 2.35 -0.76 -0.13
H -0.36 2.71 2.54
C -1.44 0.55 0.60
C -0.19 1.14 1.23
H -0.50 -2.31 -1.23
H 1.39 2.20 2.11
C -2.34 1.36 -0.27
H -1.94 2.32 -0.52
H 1.16 -2.68 -1.55
C 0.27 2.14 1.98
H 2.76 -0.46 -1.19
C 0.43 -1.87 -1.43
H 2.81 -1.68 0.20
H 0.43 -1.42 -2.36
C 0.95 -0.99 -0.36

Number 6 is which compound? C8H12

Look up the strongest force on any atom of the second one. 9.20 eV/Å